(1)
Below is a molecular structure, C22H43IrN2OP3 in a non-equilibrium geometry, with properties calculated with ωB97M-V with the def2-TZVPD basis set.

Results
HOMO (spin up / spin down) (eV): -18.12 / -20.21
LUMO energy (spin up / spin down) (eV): -10.960 / -14.866
Total charge: +4
<S²>: 8.805
Maximum force (eV Å⁻¹): 2.906
2S+1: 6

```
72
Properties=species:S:1:pos:R:3:lowdin_charge:R:1
Ir -0.25 -0.08 -0.28 0.85
P 1.79 0.43 -1.04 0.60
P -1.16 1.47 -1.83 0.72
P 0.10 -0.43 2.01 0.70
H -1.90 -1.44 -2.00 0.08
C -1.78 -1.57 -0.92 -0.21
C -2.40 -0.71 0.03 -0.24
H -3.14 0.04 -0.27 0.04
C 2.24 -0.61 -2.47 -0.22
C 2.24 2.10 -1.63 -0.22
C 3.14 0.09 0.14 -0.23
C -2.98 1.62 -2.03 -0.23
C -0.79 3.27 -1.72 -0.22
C -0.70 0.98 -3.55 -0.20
C -1.38 -0.65 3.06 -0.22
C 0.94 0.84 3.00 -0.22
C 1.04 -1.95 2.41 -0.20
H -1.57 -2.59 -0.58 0.07
H -2.55 -1.14 1.02 0.04
H 3.09 -1.26 -2.23 0.07
H 2.50 0.04 -3.32 0.08
H 1.36 -1.24 -2.70 0.03
H 3.32 2.12 -1.85 0.09
H 2.03 2.85 -0.86 0.02
H 1.70 2.35 -2.55 0.04
H 4.08 0.09 -0.42 0.08
H 2.97 -0.90 0.58 0.03
H 3.19 0.87 0.92 0.05
H -3.20 2.29 -2.87 0.09
H -3.39 2.07 -1.12 0.05
H -3.46 0.66 -2.21 0.07
H -0.59 3.71 -2.71 0.09
H 0.04 3.49 -1.04 -0.01
H -1.68 3.77 -1.31 0.06
H -1.45 1.39 -4.23 0.08
H -0.69 -0.11 -3.65 0.05
H 0.28 1.38 -3.82 0.05
H -1.06 -0.76 4.11 0.08
H -1.95 -1.55 2.80 0.06
H -2.01 0.23 2.96 0.03
H 1.01 0.51 4.05 0.09
H 0.34 1.76 2.97 0.02
H 1.95 1.05 2.62 0.04
H 0.82 -2.25 3.44 0.09
H 2.12 -1.80 2.30 0.06
H 0.71 -2.76 1.74 0.02
C 1.05 -4.10 -0.74 -0.24
C 2.04 -4.64 -1.59 0.12
C 2.25 -6.02 -1.63 0.07
C 1.54 -6.88 -0.79 0.02
C 0.58 -6.34 0.08 0.07
C 0.35 -4.96 0.13 0.08
O 0.76 -2.77 -0.99 -0.11
H 0.42 -2.15 -0.21 0.02
H 2.57 -3.96 -2.25 0.15
H 2.97 -6.42 -2.34 0.16
H 1.74 -7.95 -0.80 0.15
H 0.01 -7.00 0.73 0.15
H -0.40 -4.57 0.82 0.13
N 0.72 3.78 1.13 0.26
C -0.58 3.74 1.57 -0.33
C -1.19 4.91 2.07 0.10
C -2.51 4.84 2.49 0.05
C -3.19 3.61 2.35 0.07
C -2.52 2.53 1.80 -0.07
N -1.23 2.56 1.44 0.09
H 1.24 2.91 1.10 0.10
H 1.27 4.61 1.34 0.16
H -0.57 5.82 2.11 0.16
H -3.01 5.71 2.91 0.15
H -4.21 3.48 2.67 0.15
H -3.03 1.58 1.64 0.11
```


(2)
Below is 4 unconnected molecules or ions with the total composition C2H10O3 in a non-equilibrium geometry, with properties calculated with ωB97M-V with the def2-TZVPD basis set.

Results
HOMO (eV): -10.29
LUMO energy (eV): 0.532
Total charge: 0
Maximum force (eV Å⁻¹): 1.606
SMILES: C=C.O.O.O
2S+1: 1

```
15
Properties=species:S:1:pos:R:3:lowdin_charge:R:1
C 1.95 0.70 -5.73 -0.09
C 0.66 0.65 -5.49 -0.09
H 2.51 -0.12 -6.19 0.05
H 2.61 1.54 -5.51 0.05
H 0.01 -0.19 -5.63 0.04
H 0.15 1.53 -5.12 0.04
O 0.87 -1.37 3.00 -0.07
H 0.05 -1.15 3.47 0.04
H 0.59 -1.60 2.11 0.03
O 2.14 0.75 5.83 -0.06
H 1.96 1.24 5.02 0.03
H 2.07 -0.17 5.56 0.02
O -4.96 -0.65 2.60 -0.06
H -5.78 -0.15 2.58 0.03
H -4.84 -0.99 3.49 0.04
```


(3)
Below is a gas-phase ion, C12H17Br3N2O3P (charge +1) in a non-equilibrium geometry, with properties calculated with ωB97M-V with the def2-TZVPD basis set.

Results
HOMO (eV): -11.99
LUMO energy (eV): -5.602
Total charge: +1
Maximum force (eV Å⁻¹): 8.852
SMILES: C[C@H](Br)[C@@H](Br)OC(=O)c1cc([PH2]=N)[nH+]c(Br)c1CCCO
2S+1: 1

```
38
Properties=species:S:1:pos:R:3:lowdin_charge:R:1
C -5.13 2.65 0.96 -0.16
C -3.50 2.39 0.74 -0.65
Br -2.70 4.23 0.44 0.59
C -3.20 1.36 -0.54 -0.64
Br -2.67 2.35 -2.22 0.65
O -2.34 0.23 -0.20 -0.10
C -0.94 0.58 0.01 -0.26
O -0.40 1.79 0.18 0.00
C 0.13 -0.70 0.13 0.07
C 0.14 -1.74 1.40 0.06
C 1.28 -2.96 1.45 -0.21
P 1.25 -4.16 2.99 0.71
N 0.02 -5.24 2.84 -0.33
N 2.32 -3.12 0.33 0.00
C 2.32 -2.19 -0.90 -0.40
Br 3.74 -2.55 -2.32 0.71
C 1.24 -0.93 -1.08 -0.03
C 1.27 0.05 -2.42 -0.17
C 2.56 1.06 -2.48 -0.17
C 2.86 1.87 -1.09 -0.23
O 2.72 3.33 -1.35 -0.14
H -5.77 1.69 0.76 0.09
H -5.39 3.56 0.24 0.08
H -5.23 3.08 2.06 0.10
H -3.07 1.87 1.73 0.12
H -4.27 0.90 -0.79 0.13
H -0.64 -1.67 2.29 0.13
H 1.06 -3.36 4.20 0.02
H 2.55 -4.82 3.12 0.02
H -0.61 -5.06 3.66 -0.02
H 3.06 -3.88 0.37 0.15
H 0.30 0.72 -2.52 0.12
H 1.30 -0.60 -3.42 0.13
H 3.53 0.49 -2.86 0.10
H 2.31 1.87 -3.31 0.14
H 3.99 1.69 -0.81 0.13
H 2.20 1.55 -0.18 0.11
H 3.68 3.68 -1.40 0.12
```


(4)
Below is a molecular structure, C24H36F6MnO18P in a non-equilibrium geometry, with properties calculated with ωB97M-V with the def2-TZVPD basis set.

Results
HOMO (spin up / spin down) (eV): -12.62 / -12.62
LUMO energy (spin up / spin down) (eV): -8.753 / -8.436
Total charge: +1
<S²>: 8.752
Maximum force (eV Å⁻¹): 5.893
2S+1: 6

```
86
Properties=species:S:1:pos:R:3:lowdin_charge:R:1
Mn 0.16 2.01 -1.20 1.84
P -0.43 4.62 -4.42 0.10
F -1.30 4.22 -3.09 -0.22
F -0.17 3.08 -4.70 -0.17
F -1.88 4.73 -5.16 -0.15
F 0.45 4.80 -5.73 -0.11
F -0.63 6.18 -4.12 -0.13
F 0.69 4.51 -3.29 -0.19
C -1.74 0.08 6.24 -0.05
C -0.49 -0.67 6.01 -0.28
C -0.48 -2.24 5.69 -0.03
O -0.12 -2.16 4.35 0.11
C -0.05 -1.03 3.80 -0.63
O 0.04 -0.73 2.61 0.10
O -0.21 -0.14 4.74 0.07
H -2.51 -0.11 5.49 0.10
H -1.64 1.16 6.30 0.10
H -2.13 -0.28 7.19 0.09
H 0.11 -0.35 6.86 0.15
H -1.50 -2.62 5.80 0.14
H 0.21 -2.76 6.35 0.14
C 1.77 -5.99 -6.00 0.00
C 0.77 -5.32 -5.00 -0.35
C 0.91 -5.79 -3.52 -0.06
O 1.18 -4.57 -2.79 0.09
C 1.15 -3.60 -3.70 -0.59
O 0.92 -2.49 -3.42 0.17
O 1.02 -4.01 -4.98 0.10
H 2.79 -6.08 -5.64 0.08
H 1.85 -5.71 -7.05 0.08
H 1.45 -7.03 -6.05 0.08
H -0.30 -5.44 -5.13 0.15
H 1.72 -6.51 -3.41 0.13
H -0.03 -6.24 -3.22 0.13
C -7.20 2.43 4.03 -0.01
C -6.70 3.20 2.72 -0.29
C -6.42 4.69 3.01 -0.10
O -5.09 4.97 2.60 0.07
C -4.52 3.76 2.35 -0.46
O -3.35 3.67 1.93 0.09
O -5.40 2.72 2.57 0.05
H -6.55 2.84 4.80 0.08
H -7.04 1.36 4.18 0.08
H -8.28 2.46 4.14 0.08
H -7.35 2.96 1.88 0.15
H -6.76 4.99 4.00 0.13
H -6.94 5.38 2.35 0.13
C 6.51 -2.60 -3.88 0.00
C 6.87 -1.61 -2.73 -0.28
C 7.54 -0.35 -3.25 -0.09
O 6.55 0.66 -3.16 0.13
C 5.53 0.17 -2.53 -0.68
O 4.56 0.83 -2.27 0.12
O 5.70 -1.04 -2.23 0.13
H 7.40 -2.71 -4.49 0.08
H 5.80 -2.16 -4.58 0.10
H 6.34 -3.62 -3.53 0.08
H 7.42 -2.13 -1.94 0.16
H 7.82 -0.50 -4.29 0.13
H 8.48 -0.20 -2.72 0.14
C 5.66 3.27 5.20 -0.04
C 5.02 4.45 4.64 -0.30
C 5.80 5.20 3.61 -0.09
O 4.89 5.33 2.50 0.06
C 3.87 4.41 2.68 -0.56
O 3.09 3.96 1.88 0.12
O 3.78 4.01 3.94 0.09
H 4.97 2.51 5.57 0.09
H 6.27 3.53 6.07 0.10
H 6.05 2.67 4.38 0.10
H 4.69 5.02 5.51 0.16
H 6.65 4.67 3.18 0.14
H 6.18 6.15 3.97 0.14
C -5.54 -4.58 -2.90 0.00
C -5.78 -3.03 -3.01 -0.36
C -6.67 -2.44 -1.96 -0.05
O -5.81 -1.38 -1.42 0.07
C -4.57 -1.51 -1.94 -0.54
O -3.57 -0.84 -1.74 0.10
O -4.57 -2.42 -2.91 0.10
H -5.06 -4.81 -1.95 0.09
H -4.71 -4.85 -3.56 0.08
H -6.50 -5.03 -3.15 0.09
H -6.18 -2.75 -3.99 0.16
H -6.81 -3.17 -1.16 0.13
H -7.64 -2.03 -2.26 0.14
```


> maximum force of number 3 (C12H17Br3N2O3P)?

8.852 eV Å⁻¹


> The highest total charge belongs to which entry?

C22H43IrN2OP3


> Number 4 is which compound?

C24H36F6MnO18P


> The lowest total charge belongs to which entry?

C2H10O3